## A
Entry from OMol25: C3H2N2S as an isolated structure (ωB97M-V/def2-TZVPD).

CARTESIAN COORDINATES (ANGSTROEM)
S -2.5111 -0.4817 -0.2230
N -0.1962 1.3732 -0.0973
N -0.7283 -0.7836 0.3334
C 0.9450 0.6279 -0.1158
C 0.6162 -0.7497 0.0463
C -1.0858 0.4932 0.1366
H 1.1583 -1.6785 0.1677
H 1.8018 1.1992 -0.2478

Output
E_LUMO = -1.5 eV
Gap between HOMO and LUMO = 0.263 Ha

=====

## B
Entry from OMol25: one molecule with the formula C3H2N2S (ωB97M-V/def2-TZVPD).

CARTESIAN COORDINATES (ANGSTROEM)
S -1.0795 2.1162 0.0991
N -1.6981 -0.5451 0.8637
N -0.3007 0.7503 -0.7051
C 0.8149 0.0265 -0.3641
C 0.6830 -1.1523 0.1697
C -1.2970 0.3843 0.2840
H 1.7610 0.5509 -0.7142
H 1.1163 -2.1308 0.3668

Output
E_LUMO (spin up / spin down) = -2.1 / -2.1 eV
Gap between HOMO and LUMO (spin up / spin down) = 0.250 / 0.250 Ha

=====

## C
Entry from OMol25: one molecule with the formula C3H2N2S (ωB97M-V/def2-TZVPD).

CARTESIAN COORDINATES (ANGSTROEM)
S -3.3539 0.2277 -0.0324
N 0.5271 -1.8577 0.0404
N -0.6675 0.7665 -0.0258
C 1.1122 -0.7885 -0.0828
C 0.6173 0.5302 -0.0940
C -1.8408 0.4522 -0.0001
H 1.3742 1.2257 0.1464
H 2.2315 -0.5562 0.0483

Output
E_LUMO (spin up / spin down) = -1.9 / -2.1 eV
Gap between HOMO and LUMO (spin up / spin down) = 0.236 / 0.219 Ha

=====

What should be chosen as the least stable of them? Choose B.

=====

## A
Entry from OMol25: a 2-piece molecular cluster, C2H8NO2P overall (ωB97M-V/def2-TZVPD).

CARTESIAN COORDINATES (ANGSTROEM)
P 0.2703 -0.5211 0.3097
O -0.9692 0.3316 -0.2362
O 1.5686 -0.2248 -0.3343
N 0.1063 1.7976 -2.0539
C -0.2109 -2.1909 0.6702
C 0.0262 -0.2114 2.1064
H 0.2565 2.3880 -2.8578
H 0.9404 1.2221 -1.9321
H 0.8109 -0.6511 2.6093
H -0.9317 -0.0185 2.2939
H -0.8074 0.8107 -1.2511
H -0.0065 2.3900 -1.2396
H -1.2665 -2.4330 0.3827
H 0.2129 -2.6893 1.5328

Output
E_LUMO (spin up / spin down) = -0.5 / -0.3 eV
Gap between HOMO and LUMO (spin up / spin down) = 0.319 / 0.325 Ha

=====

## B
Entry from OMol25: a 2-piece molecular cluster, C2H8NO2P overall (ωB97M-V/def2-TZVPD).

CARTESIAN COORDINATES (ANGSTROEM)
P -0.8219 1.1095 0.1699
O -1.0958 2.3639 -0.4500
O -2.1273 0.2530 0.6300
N 2.2734 1.1092 0.2426
C -1.3964 -0.4969 -0.4557
C -0.8606 -1.7640 -0.1237
H -0.1099 -2.2791 -0.7482
H 0.0849 1.0491 1.2075
H 2.8440 0.4549 -0.3938
H -1.7652 -0.5692 -1.4207
H -1.6191 -2.6390 -0.1359
H 2.9679 1.3530 0.8608
H 1.9974 1.9476 -0.2202
H -0.3715 -1.8920 0.8374

Output
E_LUMO = 0.8 eV
Structure (SMILES) = C[C@H]1O[P@@H]1=O.N
Gap between HOMO and LUMO = 0.386 Ha

=====

What should be chosen as the least stable of them? Choose A.

=====

## A
Entry from OMol25: one molecule with the formula C7H9N2OP (ωB97M-V/def2-TZVPD).

CARTESIAN COORDINATES (ANGSTROEM)
P -0.2183 -0.7242 -0.7381
O -1.0077 -1.2199 -2.6421
N -1.9978 2.5827 -0.3295
N -1.1412 0.5343 -0.1222
C -2.5843 1.9743 0.6655
C 2.2737 -0.6675 0.3764
C -2.1449 0.6449 0.7967
C 1.5242 -0.1295 -0.8195
C -1.1286 1.7438 -0.8423
C 1.5014 -1.7961 0.9655
C 0.2156 -1.9046 0.5498
H -2.2406 -0.1173 1.4409
H 1.9929 -2.4424 1.7198
H 2.4978 0.0481 1.2384
H 3.2568 -1.0726 -0.1334
H 1.9726 -0.0839 -1.7919
H -0.3082 -2.7358 0.7797
H 1.2966 0.9216 -0.6305
H -0.4003 1.9352 -1.6529
H -3.3598 2.5088 1.1698

Output
E_LUMO (spin up / spin down) = -0.1 / -0.1 eV
Structure (SMILES) = O=[P@@]1(n2ccnc2)C=CCC1
Gap between HOMO and LUMO (spin up / spin down) = 0.320 / 0.320 Ha

=====

## B
Entry from OMol25: C7H9N2OP as an isolated structure (ωB97M-V/def2-TZVPD).

CARTESIAN COORDINATES (ANGSTROEM)
P -3.4007 -0.3037 -0.2182
O -3.0442 1.2706 0.0348
N -1.8042 -0.9328 -0.0722
N -1.5606 -2.0702 0.8111
C -1.6247 1.3732 0.0445
C 0.3856 2.5957 0.1491
C -0.9545 2.6024 0.2217
C -0.8633 0.2343 0.0134
C 1.2231 -1.0927 -0.2848
C 0.4934 0.1730 0.0056
C 1.1418 1.4125 0.0985
H -3.1106 -0.1550 -1.6220
H 1.1102 -1.7380 0.5153
H -1.3039 -2.8953 0.0582
H 0.9796 3.5452 0.4127
H -0.6765 -1.8120 1.2886
H 0.7015 -1.5034 -1.1812
H -1.5450 3.4871 0.1752
H 2.2660 1.4329 -0.0819
H 2.4040 -0.9423 -0.4187

Output
E_LUMO = 0.7 eV
Gap between HOMO and LUMO = 0.322 Ha

=====

What should be chosen as the least stable of them? Choose A.

=====

## A
Entry from OMol25: C2H5N3S2 as an isolated structure (ωB97M-V/def2-TZVPD).

CARTESIAN COORDINATES (ANGSTROEM)
S -1.1148 -0.1283 0.8037
S 0.8607 1.6761 -0.0784
N -2.5979 -0.2649 0.8110
N -0.7441 1.3479 0.0738
N 2.4485 -0.4357 0.2841
C 1.3743 -0.0331 -0.2928
C 0.4960 -0.9350 -0.9084
H -2.7751 -1.0476 1.4148
H 2.9912 0.2714 0.8082
H -1.3827 2.0583 -0.3842
H -0.2144 -0.5403 -1.6335
H 0.6583 -1.9687 -0.8983

Output
E_LUMO (spin up / spin down) = -0.5 / -0.6 eV
Gap between HOMO and LUMO (spin up / spin down) = 0.269 / 0.261 Ha

=====

## B
Entry from OMol25: one molecule with the formula C2H5N3S2 (ωB97M-V/def2-TZVPD).

CARTESIAN COORDINATES (ANGSTROEM)
S -1.7353 -0.9050 -1.1554
S 0.3615 2.6967 0.3206
N 1.1658 0.1252 -0.0643
N -0.3471 -1.6528 -0.5857
N -0.6652 0.4574 1.2617
C 0.8540 -1.2269 -0.3664
C 0.2276 0.9961 0.4899
H -1.4838 0.9392 1.6591
H -1.3410 0.2467 -2.0523
H -0.6690 -0.5888 1.4143
H 1.8804 0.8255 -0.6043
H 1.7521 -1.9132 -0.3173

Output
E_LUMO = -0.1 eV
Structure (SMILES) = NC(=S)N/C=N\S
Gap between HOMO and LUMO = 0.303 Ha

=====

What should be chosen as the least stable of them? Choose A.

=====

## A
Entry from OMol25: a 2-piece molecular cluster, C2H11N2 overall (ωB97M-V/def2-TZVPD).

CARTESIAN COORDINATES (ANGSTROEM)
N 0.3470 0.6457 -0.1008
N -2.1269 1.1761 -0.8734
C 1.7587 -1.2092 0.9106
C 0.4995 -0.8510 0.1234
H -2.6833 1.3872 -0.0491
H 0.5604 1.2142 0.7264
H -2.2933 1.9547 -1.5066
H 1.6280 -1.0977 2.0075
H 2.6967 -0.8154 0.5514
H -2.5109 0.3937 -1.3941
H 1.6155 -2.3028 0.9392
H 0.6233 -1.1748 -0.9108
H 0.9553 1.0208 -0.8380
H -0.3069 -1.1627 0.7475
H -0.7629 0.8211 -0.3333

Output
E_LUMO = -3.2 eV
Gap between HOMO and LUMO = 0.454 Ha
Charge = +1

=====

## B
Entry from OMol25: a 2-piece molecular cluster, C2H11N2 overall (ωB97M-V/def2-TZVPD).

CARTESIAN COORDINATES (ANGSTROEM)
N -1.3885 1.5063 1.2857
N 0.6333 -0.2351 -0.0424
C 0.3989 -1.7400 0.0613
C 0.6456 0.2526 -1.5121
H -2.3265 1.1791 1.1973
H -0.0538 -2.0864 -0.8607
H 0.4012 1.3057 -1.4081
H -1.2681 2.4730 1.0137
H 1.3968 -2.1625 0.0710
H -1.1213 1.4457 2.2649
H 1.4670 -0.0486 0.5123
H -0.2108 -1.9532 0.9293
H -0.1380 0.3185 0.3889
H -0.0835 -0.3802 -1.9938
H 1.6477 0.1252 -1.9072

Output
E_LUMO = -3.1 eV
Gap between HOMO and LUMO = 0.438 Ha
Charge = +1

=====

## C
Entry from OMol25: a 2-piece molecular cluster, C2H11N2 overall (ωB97M-V/def2-TZVPD).

CARTESIAN COORDINATES (ANGSTROEM)
N 0.4138 -0.6928 2.5141
N -0.0125 0.3090 -0.4384
C 0.9449 0.3178 -1.6076
C -1.3953 0.0423 -0.8539
H 0.2165 -0.2573 0.4295
H 1.8693 -0.2374 -1.3212
H 1.3271 -0.6929 2.7582
H 0.3148 0.0630 -2.5155
H -2.0261 0.4484 -0.0106
H -1.6522 0.6430 -1.7217
H -1.5913 -0.9479 -1.1936
H 0.0283 1.2805 -0.1541
H 1.1241 1.4276 -1.9142
H 0.0862 -1.5474 2.9539
H 0.1966 0.3467 2.9282

Output
E_LUMO = -3.3 eV
Gap between HOMO and LUMO = 0.425 Ha
Charge = +1

=====

What should be chosen as the least stable of them? Choose C.

=====

## A
Entry from OMol25: a 2-piece molecular cluster, C3H8N3S overall (ωB97M-V/def2-TZVPD).

CARTESIAN COORDINATES (ANGSTROEM)
S 2.5240 -0.1312 -0.1795
N -0.0453 -1.6544 0.3664
N -0.2937 -0.5164 -0.4348
N 0.5249 1.6798 -0.1511
C -1.3919 0.3786 0.1467
C 0.8550 0.3639 -0.5145
C -0.6601 1.6402 0.3489
H -0.6284 -1.6045 1.1572
H 0.9176 0.2856 -2.5291
H -2.0703 0.3829 -0.7568
H -0.3842 -2.4887 -0.2604
H 0.8487 -1.6779 0.8906
H -1.8517 -0.1100 0.9601
H -1.1987 2.4310 0.7471
H 2.8542 1.0211 0.2093

Output
E_LUMO (spin up / spin down) = -4.4 / -4.2 eV
Gap between HOMO and LUMO (spin up / spin down) = 0.313 / 0.284 Ha
Charge = +1

=====

## B
Entry from OMol25: an isolated ion of composition C3H8N3S and charge +1 (ωB97M-V/def2-TZVPD).

CARTESIAN COORDINATES (ANGSTROEM)
S 1.5226 0.5547 1.4352
N -0.5793 2.1768 2.0161
N -0.0002 0.0088 -0.7262
N -0.6441 0.9370 0.0130
C -0.1280 1.3752 1.0900
C 1.7140 0.0130 -0.1759
C -0.6789 -1.2543 -0.6133
H 0.1555 2.5748 2.6517
H 0.0728 0.2640 -1.6566
H -1.5852 -0.9638 -1.0370
H 2.3217 0.6942 -0.8508
H -0.8004 -1.4582 0.3886
H -0.1542 -2.0508 -1.1831
H 1.9704 -1.0295 -0.3750
H -1.3655 2.8230 1.8267

Output
E_LUMO = -3.5 eV
Structure (SMILES) = C[N@@H+]1CSC(N)=N1
Gap between HOMO and LUMO = 0.381 Ha
Charge = +1

=====

What should be chosen as the least stable of them? Choose A.

=====

## A
Entry from OMol25: C3H7NdO2 as an isolated structure (ωB97M-V/def2-TZVPD).

CARTESIAN COORDINATES (ANGSTROEM)
Nd -3.4561 -1.7092 -1.8829
O 1.0278 -0.0131 0.5663
O -2.3020 -1.0759 0.1375
C -0.2010 0.1079 -0.1093
C 2.1061 0.6025 -0.0902
C -1.2909 -0.4269 0.8055
H -0.8846 -1.0875 1.5984
H 0.0400 -0.1942 -1.1473
H -1.6932 0.4372 1.3737
H 3.0197 0.2689 0.4149
H 2.1981 0.2631 -1.1365
H -0.5034 1.1350 -0.3881
H 1.9396 1.6922 -0.1419

Output
E_LUMO (spin up / spin down) = -5.6 / -5.6 eV
Spin multiplicity = 5
Gap between HOMO and LUMO (spin up / spin down) = 0.233 / 0.235 Ha
Charge = +1

=====

## B
Entry from OMol25: C3H7NdO2 as an isolated structure (ωB97M-V/def2-TZVPD).

CARTESIAN COORDINATES (ANGSTROEM)
Nd 2.2617 0.0921 -2.2858
O -1.8056 -0.1493 1.0285
O 1.4664 -0.4929 -0.0954
C -0.9337 -0.7757 0.1179
C -3.1612 -0.2133 0.6658
C 0.4435 -0.8280 0.7596
H -3.3306 0.1333 -0.3684
H -1.1660 -1.8161 -0.1765
H -1.2704 -0.3822 -0.8614
H -3.6914 0.5062 1.3002
H -3.4976 -1.2641 0.6789
H 0.5119 -0.2113 1.6789
H 0.5848 -1.8608 1.1400

Output
E_LUMO (spin up / spin down) = -5.6 / -5.5 eV
Spin multiplicity = 5
Gap between HOMO and LUMO (spin up / spin down) = 0.232 / 0.235 Ha
Charge = +1

=====

What should be chosen as the least stable of them? Choose A.

=====

## A
Entry from OMol25: one molecule with the formula C10H12N4O (ωB97M-V/def2-TZVPD).

CARTESIAN COORDINATES (ANGSTROEM)
O -1.1566 3.3922 0.3603
N 0.6710 0.5638 -0.5455
N -2.0287 1.4833 -0.2030
N -3.3305 -0.5744 -0.1964
N 0.2568 1.8212 -0.3842
C 2.9049 1.1150 0.2466
C -0.9760 2.2885 -0.0510
C 4.6243 -0.5148 0.2119
C -2.6594 0.5077 -0.6162
C 3.6849 -1.4653 -0.2870
C -3.1737 -0.9937 1.2312
C 2.4118 -1.0537 -0.5682
C 1.9368 0.2323 -0.3036
C -4.2174 -1.3000 -1.0087
C 4.1942 0.7662 0.5325
H -3.6461 -2.0009 -1.6329
H -4.8632 -0.5627 -1.6357
H 1.6293 -1.7184 -0.9064
H 5.5158 -0.8008 0.7921
H 2.6431 2.1264 0.6292
H -4.1639 -1.1348 1.7311
H 0.8852 2.6246 -0.2583
H -2.6566 -0.1677 1.6120
H 3.9403 -2.5653 -0.3924
H -2.4762 -1.7585 1.1457
H -4.8152 -1.8966 -0.2576
H 4.8649 1.5864 0.7544

Output
E_LUMO (spin up / spin down) = -1.0 / 0.0 eV
Gap between HOMO and LUMO (spin up / spin down) = 0.226 / 0.280 Ha

=====

## B
Entry from OMol25: C10H12N4O as an isolated structure (ωB97M-V/def2-TZVPD).

CARTESIAN COORDINATES (ANGSTROEM)
O -0.6421 -0.2587 -0.7784
N 1.3596 -0.7156 -1.8225
N 2.7235 -0.6618 -0.2259
N 2.6561 -0.8753 -1.5664
N 1.5547 -0.2151 0.2231
C -1.7900 1.0818 -3.9123
C 0.2202 -0.4963 4.3464
C 1.4750 -0.8318 3.8671
C 0.6760 -0.4060 -0.8241
C -1.0534 -0.3576 -2.1809
C -0.7036 -0.0879 3.3617
C 1.2568 -0.1039 1.6868
C -0.0200 0.3798 2.2741
C 1.8777 -0.8438 2.5365
C -1.3682 1.1796 -2.3645
H -2.1695 -0.8050 -2.2250
H 2.9062 -1.4310 2.4046
H -0.3216 1.8058 -2.3229
H -1.6672 0.1802 3.9863
H -0.7322 0.7713 1.3649
H 2.2858 -1.1421 4.5507
H -2.0779 2.1065 -4.3273
H -0.4520 -0.8320 -3.0682
H -1.1461 0.4478 -4.7027
H -1.9383 1.7806 -1.4971
H -3.0863 0.7251 -4.2987
H 0.1770 -0.3948 5.5147

Output
E_LUMO = 0.5 eV
Gap between HOMO and LUMO = 0.359 Ha

=====

What should be chosen as the least stable of them? Choose B.